1.
{"formula": "C3H5NO", "method": "ωB97M-V/def2-TZVPD", "symbols": ["O", "N", "C", "C", "C", "H", "H", "H", "H", "H"], "positions_angstrom": [[2.620, 0.341, 0.046], [-1.329, 0.130, -0.954], [0.442, -0.734, 0.479], [-0.544, 0.273, 0.169], [1.468, 0.215, 0.396], [0.940, 0.250, 1.561], [-0.953, 0.932, 0.922], [0.418, -1.795, 0.184], [-0.946, -0.367, -1.746], [-2.115, 0.755, -1.057]], "lowdin_charge": [0.010, 0.099, -0.090, -0.197, -0.446, 0.191, 0.118, 0.109, 0.106, 0.100], "lumo_energy_ev": [0.41, 0.40], "total_energy_ev": -6724.810, "e_homo_ev": [-7.38, -7.38], "spin_multiplicity": 1, "e_above_lowest_kj_mol": 459.5}


2.
{"formula": "C3H5NO2", "method": "ωB97M-V/def2-TZVPD", "symbols": ["O", "O", "N", "C", "C", "C", "H", "H", "H", "H", "H"], "positions_angstrom": [[-0.562, -1.879, -0.395], [-0.909, 0.744, 0.493], [0.613, 0.763, -1.202], [0.277, -1.364, 0.290], [-0.526, 1.079, -0.751], [-0.002, -0.129, 1.148], [-0.497, -0.452, 2.071], [0.719, 1.010, -2.180], [-1.337, 1.604, -1.260], [1.300, -1.773, 0.379], [0.925, 0.398, 1.406]], "lowdin_charge": [0.062, -0.056, 0.127, -0.264, -0.297, -0.157, 0.135, 0.066, 0.140, 0.123, 0.123], "lumo_energy_ev": 1.00, "total_energy_ev": -8776.036, "e_homo_ev": -9.86, "spin_multiplicity": 1, "e_above_lowest_kj_mol": 160.0}


3.
{"formula": "C3H5NO2", "method": "ωB97M-V/def2-TZVPD", "symbols": ["O", "O", "N", "C", "C", "C", "H", "H", "H", "H", "H"], "positions_angstrom": [[0.431, 0.905, -1.596], [-2.386, 0.055, -0.081], [-0.465, -0.036, 1.295], [-1.203, 0.011, 0.143], [0.843, -0.059, 0.656], [0.099, -0.112, -0.701], [1.456, -0.928, 0.907], [-0.749, -0.150, 2.256], [1.421, 0.862, 0.777], [0.418, 0.558, -2.493], [0.135, -1.105, -1.164]], "lowdin_charge": [0.009, 0.084, 0.090, -0.438, -0.103, -0.270, 0.111, 0.144, 0.118, 0.099, 0.156], "lumo_energy_ev": 0.71, "total_energy_ev": -8776.431, "e_homo_ev": -9.58, "spin_multiplicity": 1, "e_above_lowest_kj_mol": 122.0}


4.
{"formula": "C3H5NO2", "method": "ωB97M-V/def2-TZVPD", "symbols": ["O", "O", "N", "C", "C", "C", "H", "H", "H", "H", "H"], "positions_angstrom": [[1.915, 0.912, -0.465], [-0.326, -2.311, 1.651], [0.659, -0.856, 0.247], [0.847, 0.435, -0.269], [-0.410, 1.144, -0.684], [-0.472, -1.340, 0.923], [-1.441, -0.802, 0.895], [-0.102, 2.020, -1.293], [-0.878, 1.710, 0.116], [-1.211, 0.531, -1.173], [1.418, -1.442, 0.052]], "lowdin_charge": [0.115, 0.033, 0.127, -0.527, -0.023, -0.273, 0.139, 0.096, 0.080, 0.099, 0.133], "lumo_energy_ev": 0.72, "total_energy_ev": -8777.097, "e_homo_ev": -10.46, "spin_multiplicity": 1, "e_above_lowest_kj_mol": 57.6}


5.
{"formula": "C3H5NO2", "method": "ωB97M-V/def2-TZVPD", "symbols": ["O", "O", "N", "C", "C", "C", "H", "H", "H", "H", "H"], "positions_angstrom": [[-0.446, 0.829, 0.621], [-0.313, -0.369, -1.667], [-0.346, -1.420, 1.146], [0.820, 0.872, 0.014], [-0.996, -0.412, 0.760], [0.643, 0.302, -1.377], [1.381, 0.563, -2.145], [1.572, 0.311, 0.580], [-2.060, -0.358, 0.514], [-0.976, -2.208, 1.280], [1.158, 1.914, -0.044]], "lowdin_charge": [-0.077, 0.066, 0.126, -0.162, -0.324, -0.205, 0.122, 0.128, 0.137, 0.057, 0.133], "lumo_energy_ev": 0.97, "total_energy_ev": -8775.801, "e_homo_ev": -9.77, "spin_multiplicity": 1, "e_above_lowest_kj_mol": 182.7}


6.
{"formula": "C3H5NO2", "method": "ωB97M-V/def2-TZVPD", "symbols": ["O", "O", "N", "C", "C", "C", "H", "H", "H", "H", "H"], "positions_angstrom": [[-0.146, 0.996, -1.521], [-0.797, 0.143, 1.404], [-0.836, -0.238, -1.622], [0.715, 0.807, -0.400], [0.165, -0.321, 0.404], [-0.697, -0.966, -0.604], [1.866, 0.709, -0.559], [0.767, -1.018, 1.021], [0.564, 1.682, 0.177], [-1.294, -1.865, -0.567], [-0.307, 0.070, 2.268]], "lowdin_charge": [-0.086, -0.059, 0.083, -0.164, -0.330, -0.106, 0.160, 0.155, 0.110, 0.127, 0.110], "lumo_energy_ev": 0.53, "total_energy_ev": -8774.249, "e_homo_ev": -9.99, "spin_multiplicity": 1, "e_above_lowest_kj_mol": 332.4}


7.
{"formula": "C3H5NO2", "method": "ωB97M-V/def2-TZVPD", "symbols": ["O", "O", "N", "C", "C", "C", "H", "H", "H", "H", "H"], "positions_angstrom": [[-1.264, 1.659, -0.200], [2.626, -0.389, 0.232], [1.434, -0.532, 0.133], [-1.224, -0.612, 0.587], [0.723, 0.463, -0.647], [-0.692, 0.631, -0.089], [-1.966, -0.287, 1.238], [1.338, 1.389, -0.623], [0.737, -0.090, -1.576], [-0.265, -0.837, 1.164], [-1.446, -1.395, -0.218]], "lowdin_charge": [0.113, 0.026, -0.094, -0.008, -0.114, -0.474, 0.056, 0.142, 0.139, 0.086, 0.127], "lumo_energy_ev": -0.37, "total_energy_ev": -8773.803, "e_homo_ev": -9.50, "spin_multiplicity": 1, "e_above_lowest_kj_mol": 375.5}


8.
{"formula": "C3H5NO2", "method": "ωB97M-V/def2-TZVPD", "symbols": ["O", "O", "N", "C", "C", "C", "H", "H", "H", "H", "H"], "positions_angstrom": [[1.542, 0.323, 0.668], [0.840, 1.331, -1.290], [-0.702, -1.258, 0.899], [-0.416, -0.571, -0.338], [0.656, 0.619, -0.384], [-1.759, -0.224, 0.356], [-0.772, -2.206, 0.292], [-2.621, -0.662, -0.257], [-1.946, 0.822, 0.956], [0.835, -0.126, 1.102], [-0.519, -1.194, -1.211]], "lowdin_charge": [0.089, 0.156, -0.013, -0.304, -0.451, -0.072, 0.166, 0.106, 0.162, 0.028, 0.133], "lumo_energy_ev": 0.46, "total_energy_ev": -8774.175, "e_homo_ev": -10.22, "spin_multiplicity": 1, "e_above_lowest_kj_mol": 339.6}


9.
{"formula": "C3H5NO2", "method": "ωB97M-V/def2-TZVPD", "symbols": ["O", "O", "N", "C", "C", "C", "H", "H", "H", "H", "H"], "positions_angstrom": [[-0.408, -0.176, -1.270], [0.496, 0.349, 1.180], [1.393, 0.328, 0.143], [0.908, 0.189, -1.020], [-1.353, -0.107, -0.169], [-0.629, -0.471, 1.068], [-2.074, -0.871, -0.506], [-0.398, -1.478, 1.023], [-1.188, -0.117, 2.000], [-1.907, 0.823, -0.120], [1.552, 0.291, -1.946]], "lowdin_charge": [-0.071, -0.129, 0.045, -0.181, -0.152, -0.195, 0.135, 0.106, 0.165, 0.125, 0.151], "lumo_energy_ev": 0.88, "total_energy_ev": -8774.247, "e_homo_ev": -9.44, "spin_multiplicity": 1, "e_above_lowest_kj_mol": 332.7}


10.
{"formula": "C3H5NO2", "method": "ωB97M-V/def2-TZVPD", "symbols": ["O", "O", "N", "C", "C", "C", "H", "H", "H", "H", "H"], "positions_angstrom": [[0.839, -0.622, 2.480], [0.582, 0.775, 0.605], [0.412, -1.239, 0.218], [0.339, -0.022, -0.601], [-0.991, 0.260, -1.269], [0.619, -0.444, 1.201], [0.960, 0.236, 2.912], [-1.630, -0.614, -1.172], [1.193, 0.077, -1.273], [-1.469, 1.104, -0.779], [-0.855, 0.490, -2.321]], "lowdin_charge": [0.170, 0.050, 0.165, -0.347, -0.019, -0.537, 0.137, 0.081, 0.144, 0.083, 0.073], "lumo_energy_ev": 0.60, "total_energy_ev": -8775.961, "e_homo_ev": -9.83, "spin_multiplicity": 1, "e_above_lowest_kj_mol": 167.3}


11.
{"formula": "C3H5NO2", "method": "ωB97M-V/def2-TZVPD", "symbols": ["O", "O", "N", "C", "C", "C", "H", "H", "H", "H", "H"], "positions_angstrom": [[-0.116, 0.241, 0.401], [-0.339, 0.467, -1.836], [-0.962, 1.628, 1.993], [-0.770, 1.411, 0.755], [0.106, -0.132, -0.901], [0.982, -1.357, -0.904], [-1.753, 1.862, 0.576], [1.943, -1.073, -0.466], [0.540, -2.118, -0.254], [1.121, -1.742, -1.916], [-0.752, 0.813, 2.553]], "lowdin_charge": [0.022, 0.129, 0.111, -0.250, -0.510, 0.019, 0.144, 0.095, 0.092, 0.092, 0.056], "lumo_energy_ev": 0.72, "total_energy_ev": -8775.110, "e_homo_ev": -10.19, "spin_multiplicity": 1, "e_above_lowest_kj_mol": 249.4}


12.
{"formula": "C3H5NO2", "method": "ωB97M-V/def2-TZVPD", "symbols": ["O", "O", "N", "C", "C", "C", "H", "H", "H", "H", "H"], "positions_angstrom": [[1.165, -1.579, -1.146], [1.522, 0.706, 1.132], [-0.429, 0.117, -0.830], [-0.750, 0.082, 0.603], [0.418, 0.438, 1.521], [0.491, -0.643, -1.477], [-1.090, -0.926, 0.908], [0.176, 0.429, 2.611], [-0.503, 0.772, -1.627], [-1.587, 0.747, 0.849], [0.481, -0.154, -2.524]], "lowdin_charge": [0.055, 0.071, 0.016, -0.127, -0.245, -0.419, 0.133, 0.124, 0.132, 0.122, 0.139], "lumo_energy_ev": 0.71, "total_energy_ev": -8775.943, "e_homo_ev": -9.96, "spin_multiplicity": 1, "e_above_lowest_kj_mol": 169.0}


13.
{"formula": "C3H5NO2", "method": "ωB97M-V/def2-TZVPD", "symbols": ["O", "O", "N", "C", "C", "C", "H", "H", "H", "H", "H"], "positions_angstrom": [[-0.185, -1.350, -0.460], [0.141, 1.116, 1.611], [-1.937, 0.256, -0.849], [-0.874, -0.157, -0.340], [0.921, -0.922, 0.372], [0.143, 0.351, 0.689], [0.772, 1.616, -0.676], [1.863, -0.935, -0.185], [0.548, 1.951, -0.044], [-2.388, -0.453, -1.429], [0.995, -1.472, 1.309]], "lowdin_charge": [0.007, 0.081, 0.201, -0.391, -0.054, -0.422, 0.116, 0.134, 0.118, 0.077, 0.132], "lumo_energy_ev": -0.18, "total_energy_ev": -8773.665, "e_homo_ev": -10.47, "spin_multiplicity": 1, "e_above_lowest_kj_mol": 388.8}


14.
{"formula": "C3H5NO2", "method": "ωB97M-V/def2-TZVPD", "symbols": ["O", "O", "N", "C", "C", "C", "H", "H", "H", "H", "H"], "positions_angstrom": [[0.581, 1.097, -0.667], [1.492, -1.100, -0.841], [0.641, -0.214, 1.258], [-0.617, -0.261, 0.431], [-0.766, 1.142, -0.120], [0.714, -0.216, -0.175], [0.828, -1.175, 1.548], [-1.357, -1.045, 0.555], [-1.489, 1.229, -0.938], [1.002, -1.329, -1.643], [-0.877, 1.939, 0.617]], "lowdin_charge": [0.000, 0.115, 0.148, -0.144, -0.106, -0.632, 0.110, 0.140, 0.123, 0.125, 0.121], "lumo_energy_ev": 0.71, "total_energy_ev": -8774.536, "e_homo_ev": -9.28, "spin_multiplicity": 1, "e_above_lowest_kj_mol": 304.8}


15.
{"formula": "C3H5NO2", "method": "ωB97M-V/def2-TZVPD", "symbols": ["O", "O", "N", "C", "C", "C", "H", "H", "H", "H", "H"], "positions_angstrom": [[-1.641, -1.801, 0.051], [1.601, -1.283, 0.233], [0.533, -0.611, -0.236], [0.468, 0.925, 0.082], [-1.085, 0.780, 0.053], [-0.800, -0.865, -0.078], [-1.830, 1.539, -0.629], [2.211, -1.397, -0.670], [1.192, 0.960, 1.003], [-1.633, 0.631, 1.085], [0.984, 1.121, -0.894]], "lowdin_charge": [0.019, -0.026, -0.211, -0.093, -0.072, -0.380, 0.161, 0.211, 0.147, 0.127, 0.116], "lumo_energy_ev": 0.39, "total_energy_ev": -8772.420, "e_homo_ev": -9.62, "spin_multiplicity": 1, "e_above_lowest_kj_mol": 509.0}


16.
{"formula": "C3H5NO2", "method": "ωB97M-V/def2-TZVPD", "symbols": ["O", "O", "N", "C", "C", "C", "H", "H", "H", "H", "H"], "positions_angstrom": [[-0.908, -0.416, 0.123], [1.689, -0.786, -2.089], [-0.565, 1.425, 1.454], [-1.251, 0.418, 1.117], [1.069, -1.183, -1.043], [0.264, -0.117, -0.587], [0.846, 0.695, -0.144], [0.862, 0.165, -1.935], [1.203, -2.202, -0.673], [-1.013, 1.919, 2.220], [-2.194, 0.082, 1.557]], "lowdin_charge": [-0.052, -0.008, 0.105, -0.314, -0.180, -0.205, 0.113, 0.217, 0.140, 0.052, 0.132], "lumo_energy_ev": 0.41, "total_energy_ev": -8773.142, "e_homo_ev": -8.67, "spin_multiplicity": 1, "e_above_lowest_kj_mol": 439.3}


17.
{"formula": "C3H5NO2", "method": "ωB97M-V/def2-TZVPD", "symbols": ["O", "O", "N", "C", "C", "C", "H", "H", "H", "H", "H"], "positions_angstrom": [[-1.396, 0.191, 0.547], [0.311, 0.639, -0.862], [1.865, -1.020, -0.292], [-0.703, 1.241, -0.086], [-0.487, -0.878, 0.582], [0.758, -0.445, -0.131], [-0.227, 1.890, 0.661], [2.483, -0.359, -0.755], [-0.736, -1.530, 1.421], [-1.391, 1.793, -0.728], [-0.478, -1.523, -0.358]], "lowdin_charge": [-0.067, 0.015, 0.154, -0.187, -0.102, -0.461, 0.139, 0.066, 0.147, 0.141, 0.156], "lumo_energy_ev": 0.83, "total_energy_ev": -8774.983, "e_homo_ev": -9.64, "spin_multiplicity": 1, "e_above_lowest_kj_mol": 261.6}


18.
{"formula": "C3H5NO2", "method": "ωB97M-V/def2-TZVPD", "symbols": ["O", "O", "N", "C", "C", "C", "H", "H", "H", "H", "H"], "positions_angstrom": [[1.886, -2.078, -1.043], [-0.856, -1.298, 0.499], [0.417, 0.577, -0.119], [1.411, -1.763, 0.016], [-1.034, 1.455, -0.254], [0.197, -0.783, 0.191], [-1.767, 0.694, -0.445], [0.263, 1.236, 0.630], [-1.397, 2.061, 0.625], [1.719, -2.259, 0.961], [-0.839, 2.157, -1.061]], "lowdin_charge": [0.079, 0.086, 0.043, -0.163, -0.009, -0.439, 0.055, 0.059, 0.094, 0.126, 0.069], "lumo_energy_ev": 0.35, "total_energy_ev": -8774.280, "e_homo_ev": -9.84, "spin_multiplicity": 1, "e_above_lowest_kj_mol": 329.5}


19.
{"formula": "C3H5NO2", "method": "ωB97M-V/def2-TZVPD", "symbols": ["O", "O", "N", "C", "C", "C", "H", "H", "H", "H", "H"], "positions_angstrom": [[0.934, 1.389, -1.340], [-2.915, -0.135, 0.402], [0.152, -0.164, 0.144], [-3.270, 0.797, -0.144], [1.442, -0.741, 0.447], [0.022, 0.854, -0.742], [1.474, -1.803, 0.187], [2.172, -0.202, -0.157], [-0.676, -0.544, 0.573], [1.693, -0.624, 1.505], [-1.026, 1.173, -0.875]], "lowdin_charge": [0.010, 0.015, -0.030, 0.035, -0.076, -0.374, 0.084, 0.081, 0.094, 0.083, 0.077], "lumo_energy_ev": 0.82, "total_energy_ev": -8776.815, "e_homo_ev": -9.85, "spin_multiplicity": 1, "e_above_lowest_kj_mol": 84.8}


20.
{"formula": "C3H5NO2", "method": "ωB97M-V/def2-TZVPD", "symbols": ["O", "O", "N", "C", "C", "C", "H", "H", "H", "H", "H"], "positions_angstrom": [[-0.034, 0.520, 2.016], [0.521, -1.511, -1.062], [0.162, 0.055, -2.703], [0.547, 0.216, -0.275], [0.309, 0.522, -1.649], [-0.578, 0.501, 0.715], [-1.301, -0.302, 0.558], [0.699, -2.463, -0.876], [1.527, 0.526, 0.119], [-1.097, 1.458, 0.500], [-0.756, 0.477, 2.656]], "lowdin_charge": [-0.056, -0.190, 0.202, -0.042, -0.228, -0.242, 0.131, 0.047, 0.143, 0.137, 0.098], "lumo_energy_ev": -0.34, "total_energy_ev": -8772.607, "e_homo_ev": -10.45, "spin_multiplicity": 1, "e_above_lowest_kj_mol": 490.9}